# 1
Formula: C16H24N2O2
Source: the OMol25 dataset
Level of theory: the ωB97M-V functional and the def2-TZVPD basis

CARTESIAN COORDINATES (ANGSTROEM)
C -0.07 3.14 -6.39
C 0.37 3.86 -5.12
C -0.56 3.62 -3.93
C -0.64 2.17 -3.47
C 0.69 1.54 -3.04
C 1.41 2.28 -1.92
C 0.57 2.44 -0.64
C 0.00 1.12 -0.17
O -1.18 0.83 -0.15
N 0.94 0.23 0.21
N 0.56 -1.03 0.68
C 1.47 -1.85 1.26
O 2.65 -1.56 1.31
C 0.86 -3.14 1.78
C -0.26 -2.84 2.74
C -1.59 -2.88 2.32
C -2.61 -2.57 3.20
C -2.31 -2.20 4.50
C -1.00 -2.16 4.92
C 0.02 -2.47 4.05
H 0.57 3.42 -7.23
H -1.10 3.40 -6.64
H -0.01 2.06 -6.26
H 0.40 4.94 -5.32
H 1.39 3.56 -4.87
H -0.23 4.25 -3.10
H -1.56 3.95 -4.21
H -1.06 1.56 -4.27
H -1.34 2.11 -2.63
H 0.49 0.52 -2.72
H 1.36 1.48 -3.90
H 1.70 3.28 -2.26
H 2.33 1.74 -1.68
H -0.27 3.11 -0.83
H 1.18 2.86 0.15
H 1.93 0.39 0.30
H -0.44 -1.15 0.71
H 0.50 -3.72 0.93
H 1.66 -3.70 2.27
H -1.82 -3.18 1.31
H -3.63 -2.60 2.86
H -3.11 -1.95 5.19
H -0.76 -1.87 5.94
H 1.05 -2.44 4.37

Energy above the lowest of the compared OMol25 structures with the same formula, charge and spin (kJ/mol): 111.70
Structure (SMILES): CCCCCCCC(=O)NNC(=O)Cc1ccccc1
Gap between HOMO and LUMO (eV): 9.7363
HOMO level (eV): -8.91
LUMO (eV): 0.8

Here is what Löwdin gives for the atomic charges, in e: -0.111, -0.269, -0.221, -0.208, -0.202, -0.197, -0.107, -0.497, 0.063, 0.107, 0.109, -0.478, 0.063, -0.055, -0.244, -0.057, -0.078, -0.089, -0.078, -0.034, 0.068, 0.074, 0.064, 0.104, 0.096, 0.099, 0.111, 0.106, 0.102, 0.111, 0.106, 0.107, 0.107, 0.117, 0.122, 0.152, 0.139, 0.126, 0.128, 0.115, 0.104, 0.101, 0.103, 0.119

=====

# 2
Formula: C16H24N2O5S
Source: the OMol25 dataset
Level of theory: the ωB97M-V functional and the def2-TZVPD basis

CARTESIAN COORDINATES (ANGSTROEM)
C 4.01 2.29 1.20
C 4.26 1.65 -0.16
C 4.78 0.22 -0.06
N 3.93 -0.70 0.65
S 2.64 -1.38 -0.15
O 3.12 -1.81 -1.43
O 2.08 -2.34 0.75
C 1.43 -0.09 -0.38
C 1.12 0.36 -1.65
C 0.11 1.29 -1.82
C -0.61 1.74 -0.71
O -1.64 2.59 -0.99
C -2.59 2.81 0.03
C -3.25 1.50 0.49
O -3.52 1.29 1.66
N -3.52 0.67 -0.53
C -3.91 -0.71 -0.33
C -2.84 -1.66 -0.91
C -3.10 -3.11 -0.51
C -2.36 -3.23 0.82
C -1.37 -2.05 0.81
O -1.56 -1.36 -0.42
C -0.27 1.31 0.56
C 0.75 0.39 0.72
H 3.20 1.79 1.73
H 3.74 3.34 1.09
H 4.91 2.23 1.82
H 5.00 2.24 -0.71
H 3.33 1.66 -0.74
H 5.76 0.22 0.44
H 4.90 -0.21 -1.05
H 3.70 -0.44 1.60
H 1.67 -0.04 -2.49
H -0.16 1.65 -2.80
H -3.35 3.46 -0.42
H -2.17 3.33 0.90
H -3.17 0.91 -1.44
H -4.01 -0.85 0.75
H -4.87 -0.90 -0.81
H -2.80 -1.51 -2.00
H -2.65 -3.78 -1.26
H -4.16 -3.34 -0.43
H -3.05 -3.15 1.66
H -1.83 -4.18 0.91
H -0.32 -2.36 0.84
H -1.56 -1.37 1.65
H -0.81 1.65 1.43
H 1.00 0.00 1.70

Energy above the lowest of the compared OMol25 structures with the same formula, charge and spin (kJ/mol): 115.92
Structure (SMILES): CCCNS(=O)(=O)c1ccc(OCC(=O)NC[C@@H]2CCCO2)cc1
Gap between HOMO and LUMO (eV): 9.6552
HOMO level (eV): -8.99
LUMO (eV): 0.7

Here is what Löwdin gives for the atomic charges, in e: -0.101, -0.235, -0.248, -0.133, 0.644, -0.281, -0.292, -0.300, -0.052, 0.019, -0.256, -0.043, -0.089, -0.493, 0.070, 0.093, -0.105, -0.322, -0.119, -0.132, -0.173, -0.108, 0.009, -0.072, 0.054, 0.073, 0.075, 0.110, 0.089, 0.122, 0.110, 0.101, 0.119, 0.123, 0.140, 0.135, 0.149, 0.129, 0.130, 0.151, 0.116, 0.113, 0.108, 0.108, 0.100, 0.122, 0.119, 0.125

=====

# 3
Formula: C16H24N2OW
Source: the OMol25 dataset
Level of theory: the ωB97M-V functional and the def2-TZVPD basis

CARTESIAN COORDINATES (ANGSTROEM)
C 3.04 1.22 0.99
C 3.42 -1.97 0.09
H 3.13 2.09 0.32
H 4.08 0.84 1.08
H 2.69 1.56 1.97
H 4.01 -1.70 -0.80
H 4.15 -1.82 0.90
H 3.26 -3.04 0.00
C 0.15 2.07 0.94
C -0.44 3.29 0.61
C -0.58 3.63 -0.73
C -0.36 2.63 -1.66
H 0.11 1.68 1.94
H -0.73 3.97 1.41
H -0.88 4.63 -1.03
H -0.52 2.76 -2.72
N 0.75 1.30 -0.01
C 0.20 1.42 -1.25
C 0.28 0.23 -2.03
N 1.06 -0.76 -1.48
C 0.98 -2.06 -1.90
C -0.57 -1.42 -3.60
C 0.05 -2.43 -2.86
H 1.57 -2.80 -1.35
H -0.14 -3.49 -3.00
C -0.42 -0.09 -3.21
H -0.84 0.74 -3.76
H -1.16 -1.70 -4.48
W 2.11 -0.45 0.31
C 0.65 -1.52 1.15
H 0.30 -2.58 1.05
H -0.55 -0.84 0.64
H 0.65 -1.30 2.21
C -1.98 -0.38 3.00
C -2.34 -0.62 1.54
C -3.68 -0.09 1.01
O -1.39 -0.20 0.57
H -1.90 0.66 3.33
H -1.03 -0.87 3.16
H -2.70 -0.90 3.65
H -2.36 -1.71 1.40
H -3.72 1.02 0.87
H -3.87 -0.60 0.04
H -4.48 -0.40 1.70

⟨S²⟩: 2.0864
Energy above the lowest of the compared OMol25 structures with the same formula, charge and spin (kJ/mol): 395.77
Gap between HOMO and LUMO (alpha / beta) (eV): 6.0435 / 3.1914
2S+1: 3
HOMO level (alpha / beta) (eV): -14.43 / -14.85
LUMO (alpha / beta) (eV): -8.4 / -11.7
Charge: +2

Here is what Löwdin gives for the atomic charges, in e: -0.245, -0.313, 0.050, 0.051, 0.039, 0.032, 0.037, 0.033, -0.013, 0.080, 0.040, 0.096, 0.143, 0.152, 0.144, 0.145, -0.059, -0.153, -0.162, -0.050, -0.041, 0.031, 0.042, 0.122, 0.147, 0.075, 0.139, 0.145, 1.443, -0.196, 0.077, -0.027, 0.015, -0.029, -0.482, -0.037, -0.122, 0.087, 0.049, 0.101, 0.144, 0.088, 0.089, 0.091

=====

# 4
Formula: C16H24N3O3
Source: the OMol25 dataset
Level of theory: the ωB97M-V functional and the def2-TZVPD basis

CARTESIAN COORDINATES (ANGSTROEM)
C -2.25 3.58 -1.37
C -1.89 3.55 -2.84
C -2.79 4.34 -3.74
N -0.87 2.91 -3.29
C -0.67 1.62 -2.77
C 0.30 1.33 -1.80
C 0.54 0.07 -1.28
C -0.26 -1.01 -1.72
C -1.21 -0.71 -2.67
C -1.43 0.55 -3.21
C -2.51 0.46 -4.23
O -2.86 1.25 -5.06
N -3.10 -0.85 -4.10
C -2.18 -1.63 -3.33
O -2.23 -2.82 -3.28
H -2.83 2.69 -1.11
H -1.35 3.57 -0.77
H -2.89 4.43 -1.16
H -2.47 5.38 -3.80
H -2.81 3.93 -4.74
H -3.79 4.28 -3.32
H 0.92 2.16 -1.49
H 1.31 -0.09 -0.54
H -0.18 -2.03 -1.37
H -3.01 -1.22 -5.04
C 3.10 -2.44 2.50
N 2.38 -1.74 3.62
C 3.39 -1.02 4.45
C 1.68 -2.75 4.46
C 1.41 -0.70 3.09
C 0.25 -1.22 2.26
O 0.74 -1.87 1.10
H 3.95 -2.96 2.94
H 2.44 -3.16 2.04
H 3.45 -1.70 1.79
H 4.09 -1.75 4.85
H 2.88 -0.51 5.26
H 3.91 -0.31 3.82
H 0.99 -3.32 3.84
H 1.14 -2.23 5.25
H 2.43 -3.42 4.88
H 2.01 -0.01 2.50
H 1.02 -0.18 3.96
H -0.36 -0.36 1.97
H -0.38 -1.90 2.84
H -0.03 -2.16 0.59

Energy above the lowest of the compared OMol25 structures with the same formula, charge and spin (kJ/mol): 0.00
Gap between HOMO and LUMO (eV): 8.0216
HOMO level (eV): -10.77
LUMO (eV): -2.7
Charge: +1

Here is what Löwdin gives for the atomic charges, in e: -0.018, -0.360, -0.021, 0.157, -0.211, -0.010, -0.051, -0.007, -0.092, -0.029, -0.367, 0.148, 0.175, -0.396, 0.138, 0.093, 0.076, 0.081, 0.095, 0.075, 0.088, 0.117, 0.090, 0.106, 0.160, 0.020, -0.366, 0.012, 0.022, -0.094, -0.212, -0.080, 0.114, 0.103, 0.118, 0.114, 0.115, 0.117, 0.109, 0.120, 0.118, 0.143, 0.144, 0.139, 0.125, 0.084

=====

Number 1: E_tot -24057.2643 eV. Number 2: E_tot -41034.2559 eV. Number 3: E_tot -23811.3996 eV. Number 4: E_tot -27586.9999 eV.